1.
Formula: C7H7Cl2NO3
Source: OMol25
Level of theory: ωB97M-V/def2-TZVPD

XYZ file:
```
20
Properties=species:S:1:pos:R:3:forces:R:3:lowdin_charge:R:1
C -1.0737 -0.4542 1.0900 0.736 0.812 -1.071 -0.05
O -1.3688 0.1855 -0.1632 0.859 0.144 -0.559 -0.15
C -0.2582 0.6812 -0.9367 -1.291 -0.136 -0.437 -0.40
C 0.7136 -0.4275 -1.3325 0.745 -0.690 0.336 0.01
C 1.8709 -0.6892 -0.5963 -1.061 -1.618 -3.493 -0.10
C 2.1883 0.0863 0.5447 2.733 0.034 1.750 -0.59
Cl 3.6353 -0.4525 1.4212 -0.770 -0.375 -0.648 0.74
C 1.6083 1.2111 0.9006 -4.090 1.829 -3.956 -0.21
N 1.8233 2.0544 1.9944 0.829 0.386 1.375 -0.37
O 2.7354 1.7303 2.7362 -0.179 0.537 0.376 0.03
O 1.1056 3.0290 2.1617 0.052 -0.228 -0.271 0.08
C 0.4711 1.8164 -0.2542 1.850 1.286 2.747 -0.47
Cl 1.5199 2.6709 -1.4685 -0.234 -0.258 0.119 0.64
H -2.0089 -0.3134 1.5945 0.170 0.566 1.297 0.10
H -0.0627 -0.1389 1.4429 -1.580 0.190 0.675 0.09
H -0.9877 -1.5000 0.9981 0.151 -1.571 -0.606 0.07
H -0.8011 1.0306 -1.8847 1.104 -0.139 1.306 0.17
H 0.2642 -0.9489 -2.2449 1.549 0.156 1.453 0.15
H 2.7102 -1.4618 -0.8779 -2.210 1.410 0.413 0.14
H -0.0990 2.7131 0.2309 0.636 -2.334 -0.807 0.13
```
Positions in Å, forces in eV/Å.

Values from the calculation:
Energy above the lowest of the compared OMol25 structures with the same formula, charge and spin in kcal/mol: 6.5
Orbital gap in Eh: 0.3084
HOMO energy in hartree: -0.3645
Total charge: 0
SMILES: CO[C@@H]1C=CC(Cl)=C([N+](=O)[O-])[C@H]1Cl


2.
Formula: C28H30BCuN4O3S
Source: OMol25
Level of theory: ωB97M-V/def2-TZVPD

XYZ file:
```
68
Properties=species:S:1:pos:R:3:forces:R:3:lowdin_charge:R:1
Cu 13.3161 8.0487 10.0660 -0.310 0.143 -0.161 0.35
C 16.1507 8.2528 9.2436 -0.336 -0.187 0.417 -0.08
N 14.8497 8.6014 8.5952 0.805 0.172 0.411 -0.20
C 14.6379 10.0409 8.3784 -0.205 0.838 -1.206 -0.14
C 14.7595 11.0445 9.5182 1.249 0.362 0.581 -0.26
C 15.3538 12.2995 9.2082 -0.646 -0.397 2.464 -0.01
C 15.5937 13.1992 10.2546 -0.333 0.502 0.512 -0.04
C 15.1610 12.8482 11.5664 0.668 1.204 -1.350 -0.05
C 14.5250 11.6477 11.7209 0.208 -0.278 0.144 -0.15
N 14.4018 10.7379 10.7659 -0.526 -0.644 -1.481 0.11
C 14.6825 7.8235 7.3441 0.982 0.059 0.304 -0.08
C 14.7071 6.3102 7.6216 -0.588 0.038 -0.070 -0.24
C 13.4807 5.4969 7.6734 -1.301 1.817 -0.880 -0.12
C 13.6530 4.1022 7.1851 1.755 0.217 -0.048 0.01
C 14.9278 3.5941 7.1028 -0.559 -1.164 -0.471 -0.06
C 16.0193 4.4004 7.2741 0.699 1.625 1.940 -0.08
N 15.8235 5.7232 7.6182 2.685 0.167 -1.465 0.11
C 15.9228 7.4590 10.5326 0.360 0.239 1.085 -0.20
C 17.0007 7.0719 11.3305 -0.236 0.140 0.394 0.00
C 16.7908 6.6309 12.6230 -1.681 0.032 -0.832 -0.03
C 15.4817 6.4566 13.0843 0.551 -0.017 0.517 -0.04
C 14.4566 6.7045 12.2010 0.053 -0.659 1.223 -0.12
N 14.6865 7.2377 11.0038 0.169 -0.204 -0.598 0.01
H 16.7543 9.1551 9.4839 -0.551 -0.409 -0.080 0.15
H 16.7866 7.5923 8.6287 -0.397 0.429 -0.173 0.12
H 13.5719 10.1608 8.0105 1.234 -0.208 -0.035 0.14
H 15.3940 10.4434 7.6274 -1.107 -0.620 0.315 0.14
H 15.5912 12.5432 8.2242 0.482 0.329 -1.498 0.09
H 16.0460 14.2299 10.1031 -0.509 -1.605 -0.015 0.13
H 15.3238 13.5589 12.3789 -0.203 -0.397 -0.151 0.11
H 14.0973 11.3269 12.6406 -0.074 0.047 0.894 0.10
H 15.5525 8.0510 6.6555 -0.911 -0.272 0.515 0.15
H 13.7504 8.1301 6.8586 0.079 -0.145 0.136 0.13
H 12.7356 6.0877 7.1158 -0.248 -0.484 -0.181 0.16
H 12.7838 3.5262 7.0870 -0.941 -0.884 -0.299 0.11
H 15.1541 2.5486 6.9212 -0.499 -0.003 -0.339 0.12
H 17.0810 4.1242 7.2822 -0.738 -0.320 -0.142 0.11
H 18.0267 7.1910 11.0615 0.394 0.185 -0.696 0.12
H 17.6262 6.4051 13.2085 1.045 -0.266 0.995 0.10
H 15.2573 6.1745 14.1232 0.187 -0.076 -0.665 0.12
H 13.4462 6.4153 12.5541 0.487 0.627 -0.838 0.13
O 11.7313 8.7967 9.4900 -1.923 0.994 1.276 -0.58
S 10.8016 9.3273 10.6845 1.346 -0.818 -2.151 1.04
C 9.3973 9.9541 9.7732 -1.382 -0.228 -0.366 -0.31
C 8.1041 9.1575 10.1627 0.918 0.430 0.892 -0.20
C 8.4915 7.7848 10.7672 -0.331 -0.181 -0.336 -0.21
C 9.9202 7.9041 11.3168 0.209 -1.116 2.102 -0.34
H 9.5876 9.8212 8.7035 0.488 0.014 0.271 0.10
H 9.2488 11.0154 9.9798 0.236 -0.090 -0.044 0.09
H 7.5005 9.0286 9.2733 -0.338 0.176 0.095 0.11
H 7.6235 9.7854 10.9169 -0.463 -0.296 -0.226 0.11
H 8.3992 7.0324 9.9497 0.426 0.341 0.726 0.12
H 7.8225 7.4489 11.6012 0.414 0.438 -0.866 0.13
H 10.5215 6.9755 11.1652 -0.178 0.838 -0.137 0.10
H 9.9505 8.0643 12.4579 -0.306 -0.177 -1.602 0.12
O 13.2532 4.3797 10.0366 -0.325 0.423 -0.230 0.17
B 12.7197 5.0985 8.9547 -1.965 -2.466 1.233 -0.51
O 11.3073 4.7277 8.7927 0.830 0.084 1.865 0.13
C 11.0389 3.8142 9.8536 2.170 0.658 -0.229 -0.16
C 9.8817 3.2918 10.3641 -0.846 0.031 -1.066 -0.02
C 10.0043 2.2549 11.2959 0.897 -0.417 0.752 -0.07
C 11.2685 1.8223 11.7835 -1.116 2.205 -0.333 -0.04
C 12.3934 2.6246 11.5066 -0.941 -1.165 0.304 0.00
C 12.2568 3.5302 10.5205 -0.377 1.905 -1.677 -0.19
H 8.9190 3.6405 9.9558 0.425 -0.411 0.404 0.13
H 9.1114 1.8557 11.7686 0.085 -0.204 -0.392 0.11
H 11.3280 1.0886 12.5505 -0.057 -0.536 0.382 0.09
H 13.2702 2.5776 12.0979 0.911 -0.366 0.185 0.12
```
Positions in Å, forces in eV/Å.

Values from the calculation:
Energy above the lowest of the compared OMol25 structures with the same formula, charge and spin in kcal/mol: 97.5
Orbital gap (alpha / beta) in Eh: 0.2693 / 0.2884
Multiplicity: 2
HOMO energy (alpha / beta) in hartree: -0.3398 / -0.3865
Total charge: +1


> What is the total charge in the second record?

+1


> What is the formula in the second record?

C28H30BCuN4O3S